# 1
Molecular formula: C4H10NO
Method: DFT, the ωB97M-V functional and the def2-TZVPD basis

CARTESIAN COORDINATES (ANGSTROEM)
O -1.45332 0.57502 1.09296
C -0.65314 -0.27735 0.86820
C 0.54823 -0.04282 0.00350
C 1.56645 -1.02596 -0.16118
C 2.84974 -0.54660 0.62957
N -3.90117 1.59850 -0.88734
H -0.78515 -1.30591 1.25701
H 0.51295 0.77550 -0.72409
H 1.25619 -1.99523 0.23050
H 1.79118 -1.14493 -1.23328
H 3.59780 -1.32538 0.54790
H 2.60806 -0.42493 1.68284
H 3.23302 0.39138 0.24617
H -4.52631 1.43307 -1.66276
H -3.41826 2.46559 -1.08356
H -3.22628 0.85005 -0.80641

Summary:
- Multiplicity: 1
- Kohn-Sham gap: 0.1450 Ha
- Total energy: -288.00513 a.u.
- HOMO energy: -12.60 eV
- Net charge: +1
- Energy relative to the best compared isomer or geometry (same formula, charge and spin): 99.1 kcal/mol


# 2
Molecular formula: C2H2O6S2
Method: DFT, the ωB97M-V functional and the def2-TZVPD basis

CARTESIAN COORDINATES (ANGSTROEM)
C -0.79521 -0.34917 -0.99248
C -0.58388 0.82659 -0.01758
O -1.88556 -0.79396 -1.22424
O 3.38619 -0.88766 0.62569
O 0.29709 -0.87660 -1.50895
O -0.37826 0.46890 1.27700
O 1.49195 -0.32883 -1.04563
O 1.33067 -0.12308 1.53724
S -2.11815 1.35156 0.75370
S 1.97992 -1.13341 0.56475
H 0.04648 1.63121 -0.41226
H -2.77123 0.21444 0.44278

Summary:
- Multiplicity: 3
- Kohn-Sham gap (alpha / beta): 0.3296 / 0.2171 Ha
- Total energy: -1324.88557 a.u.
- HOMO energy (alpha / beta): -8.76 / -10.37 eV
- <S²>: 2.01


# 3
Molecular formula: C28H60N4O13S3
Method: DFT, the ωB97M-V functional and the def2-TZVPD basis

CARTESIAN COORDINATES (ANGSTROEM)
O 2.26217 -2.15096 -1.05641
S 3.11517 -1.76106 -2.15517
O 3.06276 -2.48883 -3.39392
C 2.82888 -0.01486 -2.39248
C 3.79635 0.68185 -1.45364
C 5.08486 -0.14457 -1.32675
C 4.78909 -1.62859 -1.57448
H 1.77063 0.18851 -2.26827
H 3.12552 0.29066 -3.39953
H 3.99168 1.71074 -1.74141
H 3.36194 0.72300 -0.44622
H 5.59958 0.02678 -0.38591
H 5.78260 0.16912 -2.10932
H 4.91787 -2.26844 -0.69896
H 5.42528 -2.04700 -2.35257
O -5.06921 5.82076 0.35085
S -4.84290 4.45682 0.73414
O -5.08955 3.41579 -0.22474
C -3.20124 4.33371 1.45233
C -3.34197 4.50689 2.95840
C -4.81130 4.26834 3.40276
C -5.76884 4.12769 2.22481
H -2.63975 5.04832 0.85856
H -2.83627 3.31443 1.29326
H -2.66201 3.85736 3.49778
H -3.12379 5.54215 3.22957
H -5.14411 5.03367 4.10732
H -4.86572 3.38048 4.03910
H -6.66842 4.73098 2.25500
H -6.04489 3.07471 2.15958
O -0.87912 3.02914 -5.06070
S -0.42967 2.35358 -3.86636
O 0.05477 1.00394 -4.00179
C 0.83864 3.34516 -3.05915
C 0.04141 4.33318 -2.23120
C -1.02111 3.46099 -1.54407
C -1.70852 2.58804 -2.60042
H 1.44107 3.73974 -3.87358
H 1.40700 2.69621 -2.39248
H 0.65137 4.81321 -1.46788
H -0.44131 5.07525 -2.86934
H -1.73286 4.04961 -0.96958
H -0.55099 2.78253 -0.82606
H -2.52546 3.10491 -3.09563
H -1.99055 1.61352 -2.20867
C 0.54953 -5.21240 -0.57346
C -0.58037 -5.08288 0.43119
O -0.39884 -3.85148 1.11927
C -1.31280 -3.49459 2.02448
O -2.38701 -4.01135 2.18593
O -0.80414 -2.47297 2.71778
C -1.74938 -1.61778 3.36658
H 0.43967 -4.45172 -1.35378
H 0.51201 -6.16093 -1.10642
H 1.51170 -5.03062 -0.09617
H -0.55890 -5.94336 1.10316
H -1.54791 -5.06930 -0.07444
H -2.74739 -1.68235 2.93524
H -1.40750 -0.59548 3.21211
H -1.84753 -1.83002 4.42974
C -3.67998 0.61990 0.30563
N -2.46088 -0.12180 0.09336
C -1.30457 0.32091 0.59060
C -0.07441 -0.47261 0.21610
O -1.21349 1.30409 1.33200
H -3.81256 1.41790 -0.42205
H -3.62452 1.06837 1.30024
H -4.54224 -0.04383 0.31993
H -2.49744 -0.86572 -0.59506
H 0.71964 -0.23524 0.91671
H 0.20062 -0.36161 -0.83285
H -0.26064 -1.54682 0.28207
C 3.16707 4.21579 3.21519
N 3.54738 4.11110 1.82460
C 2.79851 3.59820 0.81433
C 1.51025 2.89754 1.18167
O 3.12919 3.76195 -0.35035
H 2.09649 4.30584 3.37233
H 3.66953 5.07423 3.66230
H 3.51733 3.36562 3.81873
H 4.41439 4.53061 1.53128
H 1.27681 2.19466 0.39103
H 0.71642 3.62898 1.32120
H 1.64446 2.34122 2.11177
C -1.39315 -5.00065 -3.85065
N -2.01484 -3.95721 -3.05811
C -1.53796 -2.70607 -2.83077
C -0.24142 -2.35511 -3.46211
O -2.17587 -1.92001 -2.13616
H -2.16836 -5.55291 -4.38179
H -0.83178 -5.71273 -3.23958
H -0.72539 -4.57103 -4.58878
H -2.83350 -4.20465 -2.52474
H 0.49580 -3.13014 -3.24303
H 0.12339 -1.40774 -3.08229
H -0.28645 -2.28409 -4.54960
C 1.87645 -5.43479 2.97279
N 3.15128 -5.00866 2.45789
C 3.49370 -3.81204 1.89162
C 2.56737 -2.65722 2.07193
O 4.55141 -3.69875 1.28928
H 1.97172 -5.79116 4.00200
H 1.37166 -6.19054 2.37269
H 1.22632 -4.56358 3.05334
H 3.83928 -5.71988 2.25904
H 3.01784 -1.76862 1.64701
H 2.33218 -2.49685 3.12733
H 1.62271 -2.84504 1.56396

Summary:
- Multiplicity: 1
- Kohn-Sham gap: 0.3600 Ha
- Total energy: -3494.65503 a.u.
- HOMO energy: -9.46 eV
- SMILES: O=S1(=O)CCCC1.O=S1(=O)CCCC1.O=S1(=O)CCCC1.CCOC(=O)OC.CNC(C)=O.CNC(C)=O.CNC(C)=O.CNC(C)=O


# 4
Molecular formula: C30H64Cl3NO6P2
Method: DFT, the ωB97M-V functional and the def2-TZVPD basis

CARTESIAN COORDINATES (ANGSTROEM)
C 2.52257 0.06104 0.85244
C 1.38263 1.01874 1.19357
C 0.06720 0.26187 1.42890
C -1.23900 1.05215 1.24173
C -1.27258 2.18030 2.28152
C -1.56971 1.51081 -0.21464
C -0.88664 2.81205 -0.65665
O -2.98777 1.58828 -0.33206
C -3.66359 2.77259 0.01188
C -4.35935 3.27273 -1.25095
Cl -4.81618 4.99919 -0.98087
C -5.60860 2.49830 -1.74955
C -5.46867 2.06854 -3.20716
Cl -5.97851 1.05398 -0.74480
C -1.23756 0.38701 -1.20889
Cl -1.63536 0.93700 -2.89747
O -1.95224 -0.72568 -0.81887
C -2.08965 -1.94288 -1.57592
C -2.26816 -3.00248 -0.48855
C -1.03208 -3.25354 0.39132
C -0.97217 -4.69540 0.90307
C -0.92777 -2.21619 -2.53332
C -0.69828 -3.70063 -2.87019
C 0.06385 -3.94081 -4.18757
C 1.59521 -3.89361 -4.09886
C 2.19167 -2.49386 -3.87685
C 3.47595 -2.21141 -4.67478
C 3.92315 -0.74341 -4.63789
O 5.15097 -0.65616 -3.94114
C 5.59857 0.65938 -3.71075
P -3.72575 -1.67988 -2.50464
P -3.84661 -3.26184 -3.95977
O -2.79294 -3.18958 -4.99050
O -3.97742 -4.67251 -3.17784
O -5.33119 -3.06276 -4.56010
H 2.32715 -0.43856 -0.10347
H 3.48583 0.56740 0.77329
H 2.60841 -0.72622 1.61442
H 1.27206 1.75006 0.38654
H 1.64719 1.57476 2.10118
H 0.04772 -0.65599 0.82989
H 0.07613 -0.07027 2.47850
H -2.06833 0.37071 1.47632
H -0.52890 2.95866 2.07747
H -0.99809 1.74296 3.25112
H -2.25834 2.63923 2.40302
H -1.53823 3.37355 -1.33521
H -0.63438 3.45873 0.18015
H 0.02931 2.59904 -1.21724
H -4.41188 2.56169 0.78584
H -2.99449 3.54926 0.38997
H -3.63040 3.29882 -2.06604
H -6.47848 3.14392 -1.62171
H -4.69975 1.29094 -3.30071
H -6.41425 1.67008 -3.58497
H -5.17997 2.93035 -3.81733
H -0.16084 0.19577 -1.26165
H -2.62347 -3.93215 -0.95078
H -3.08190 -2.65117 0.16099
H -1.07373 -2.57500 1.25463
H -0.10833 -3.01057 -0.14456
H -0.14500 -4.84351 1.60730
H -0.84323 -5.40742 0.07946
H -1.90293 -4.94814 1.43007
H -1.07337 -1.65852 -3.46847
H -0.01259 -1.80869 -2.07056
H -0.13309 -4.17547 -2.05195
H -1.65165 -4.23063 -2.91635
H -0.28556 -3.22679 -4.94491
H -0.22145 -4.93714 -4.54847
H 1.90573 -4.55929 -3.28222
H 2.01321 -4.30412 -5.02598
H 2.42745 -2.36139 -2.81353
H 1.43843 -1.73074 -4.12845
H 4.30518 -2.80444 -4.27290
H 3.32083 -2.53497 -5.71096
H 4.04785 -0.33742 -5.65362
H 3.16473 -0.12320 -4.12893
H 5.39871 0.96122 -2.67314
H 5.11456 1.38171 -4.38527
H 6.67656 0.69251 -3.88580
H -4.56077 -2.27087 -1.53693
H -4.02142 -5.41139 -3.78900
H -6.00178 -3.52949 -4.06863
C 4.04603 0.65698 5.01620
C 4.05896 1.93673 5.83854
N 3.10444 2.92662 5.36782
C 3.28936 4.23839 5.96209
C 3.05189 4.39413 7.46949
C 1.73289 2.46641 5.25006
C 1.03148 1.93327 6.50745
H 4.22340 0.87279 3.96134
H 4.83192 -0.01230 5.36768
H 3.10087 0.12010 5.10252
H 5.04791 2.39645 5.75963
H 3.92681 1.67609 6.90113
H 2.64333 4.93725 5.42354
H 4.31642 4.54358 5.74014
H 1.99238 4.39142 7.72251
H 3.46518 5.34638 7.80687
H 3.54054 3.60434 8.04103
H 1.71273 1.68228 4.48889
H 1.14964 3.28999 4.82894
H 1.68894 1.28772 7.09176
H 0.16130 1.33964 6.22026
H 0.67918 2.73248 7.15781

Summary:
- Multiplicity: 1
- Kohn-Sham gap: 0.3166 Ha
- Total energy: -3751.00592 a.u.
- HOMO energy: -8.26 eV
- SMILES: CCC[C@@H](C)[C@](C)(OC[C@H](Cl)[C@@H](C)Cl)[C@H](Cl)O[C@](CCC)(CCCCCCCOC)PP(=O)(O)O.CCN(CC)CC